Entry from the Open Molecules 2025 dataset: a structure of composition C41H34BrMgN5OS3 (ωB97M-V with the def2-TZVPD basis set).

* orbital gap: 0.3208 Ha
* LUMO energy: -4.73 eV
* charge: +2

Last column: Löwdin charge in e.
Cartesian coordinates (Å):
Mg 2.54 -0.72 -0.77  0.424
N 1.53 -1.11 -2.36  -0.348
S 0.06 -1.05 -2.44  0.732
N -0.85 -0.96 -1.07  -0.431
S -0.83 0.45 -0.31  1.046
N -0.67 0.03 1.35  -0.352
S 0.91 0.25 1.94  0.859
N 1.85 0.10 0.84  -0.342
C 1.02 -0.95 3.24  -0.286
C 2.16 -1.74 3.14  -0.059
C 2.38 -2.72 4.10  -0.044
C 1.49 -2.90 5.14  -0.037
C 0.36 -2.10 5.24  -0.035
C 0.11 -1.11 4.29  -0.067
C 0.90 1.84 2.69  -0.309
C 0.96 2.91 1.79  -0.077
C 0.93 4.20 2.28  -0.049
C 0.88 4.43 3.65  -0.041
C 0.85 3.36 4.54  -0.040
C 0.86 2.05 4.06  -0.043
C -1.83 -0.11 2.20  -0.357
C -2.39 -1.37 2.33  -0.032
C -3.48 -1.55 3.17  -0.045
C -3.99 -0.46 3.87  -0.047
C -3.44 0.80 3.72  -0.041
C -2.35 0.99 2.87  -0.032
C -2.49 1.03 -0.30  -0.422
C -3.55 0.15 -0.42  -0.076
C -4.83 0.67 -0.44  -0.037
C -5.03 2.04 -0.34  -0.040
C -3.95 2.91 -0.23  -0.047
C -2.66 2.41 -0.21  -0.076
C -0.67 -2.52 -3.10  -0.307
C -0.26 -3.69 -2.48  -0.072
C -0.77 -4.90 -2.92  -0.055
C -1.67 -4.93 -3.98  -0.053
C -2.05 -3.75 -4.61  -0.050
C -1.55 -2.53 -4.17  -0.049
C -0.53 0.30 -3.44  -0.337
C -1.89 0.59 -3.58  -0.093
C -2.27 1.70 -4.31  -0.047
C -1.30 2.52 -4.88  -0.048
C 0.05 2.22 -4.74  -0.052
C 0.44 1.10 -4.02  -0.060
H 2.85 -1.58 2.33  0.084
H 3.27 -3.34 4.03  0.118
H 1.67 -3.66 5.89  0.121
H -0.34 -2.24 6.05  0.122
H -0.78 -0.51 4.38  0.103
H 1.03 2.71 0.73  0.101
H 0.98 5.04 1.59  0.117
H 0.87 5.44 4.03  0.120
H 0.82 3.54 5.60  0.121
H 0.86 1.24 4.76  0.107
H -1.95 -2.20 1.79  0.131
H -3.92 -2.53 3.28  0.117
H -4.84 -0.60 4.53  0.116
H -3.85 1.65 4.26  0.117
H -1.92 1.97 2.74  0.120
H -3.36 -0.92 -0.51  0.118
H -5.68 0.00 -0.53  0.119
H -6.04 2.44 -0.36  0.118
H -4.12 3.98 -0.17  0.117
H -1.81 3.07 -0.14  0.114
H 0.46 -3.66 -1.67  0.105
H -0.46 -5.82 -2.45  0.114
H -2.06 -5.87 -4.33  0.116
H -2.73 -3.78 -5.45  0.117
H -1.82 -1.63 -4.69  0.103
H -2.64 -0.03 -3.10  0.111
H -3.32 1.93 -4.43  0.118
H -1.60 3.39 -5.46  0.117
H 0.80 2.86 -5.20  0.114
H 1.48 0.83 -3.91  0.100
O 8.18 -0.01 -3.01  0.134
C 6.96 0.04 -2.47  -0.281
C 6.17 1.19 -2.45  0.035
C 4.92 1.11 -1.87  -0.077
N 4.43 -0.01 -1.32  -0.049
C 5.23 -1.08 -1.36  -0.661
Br 4.46 -2.63 -0.55  0.909
C 6.48 -1.14 -1.90  0.003
H 8.45 0.85 -3.38  0.139
H 6.51 2.12 -2.87  0.133
H 4.28 1.98 -1.84  0.132
H 7.08 -2.04 -1.90  0.137


Entry from the Open Molecules 2025 dataset: a structure of composition C41H34BrN5O5SnTe (ωB97M-V with the def2-TZVPD basis set).

* orbital gap (spin up / spin down): 0.2942 / 0.2253 Ha
* LUMO energy (spin up / spin down): -3.05 / -5.24 eV
* spin multiplicity: 2
* charge: +1

Last column: Löwdin charge in e.
Cartesian coordinates (Å):
Sn 0.17 -0.25 1.09  1.438
O -1.65 -4.35 0.83  0.128
C -1.35 -3.19 0.68  -0.489
N -0.11 -2.64 0.71  0.027
C 0.98 -3.29 0.26  -0.477
O 1.03 -4.12 -0.63  0.105
C 2.25 -2.77 0.88  -0.197
C 3.44 -3.43 0.60  0.022
C 4.62 -2.93 1.15  -0.017
C 4.55 -1.82 1.97  -0.016
C 3.32 -1.23 2.20  -0.110
N 2.19 -1.69 1.66  0.028
C -2.41 -2.13 0.46  -0.260
C -3.68 -2.54 0.06  0.015
C -4.61 -1.57 -0.28  -0.012
C -4.26 -0.23 -0.17  -0.019
C -2.99 0.08 0.28  -0.170
N -2.08 -0.84 0.58  -0.049
H 3.43 -4.29 -0.05  0.128
H 5.56 -3.41 0.94  0.119
H 5.44 -1.40 2.42  0.119
H 3.22 -0.34 2.81  0.126
H -3.90 -3.60 0.00  0.133
H -5.59 -1.86 -0.62  0.122
H -4.95 0.56 -0.43  0.121
H -2.67 1.12 0.40  0.090
Br -1.13 -1.57 -2.27  1.031
C 0.72 -1.34 -2.09  -0.676
C 1.57 -1.97 -2.98  -0.066
C 2.92 -1.69 -2.90  0.001
C 3.37 -0.78 -1.96  0.032
C 2.45 -0.22 -1.09  -0.172
N 1.15 -0.52 -1.13  0.021
C 2.90 0.80 -0.04  -0.616
O 4.03 1.24 -0.13  0.098
O 2.00 1.08 0.81  -0.177
H 1.16 -2.66 -3.70  0.118
H 3.62 -2.17 -3.58  0.126
H 4.41 -0.48 -1.88  0.132
C 1.75 7.78 5.35  -0.036
C 1.17 6.51 4.80  -0.246
C 1.64 5.94 3.63  0.008
C 1.12 4.75 3.12  -0.272
C 1.75 4.13 1.92  -0.041
C 0.04 4.16 3.80  -0.314
Te -0.97 2.40 3.15  1.843
N -0.82 1.99 1.19  -0.356
C -0.90 3.13 0.45  -0.600
O -1.07 4.21 1.02  -0.011
C -0.75 3.03 -1.02  -0.135
C -0.82 1.81 -1.68  -0.074
C -0.65 1.75 -3.06  -0.084
C -0.39 2.92 -3.77  -0.058
C -0.30 4.13 -3.11  -0.055
C -0.50 4.19 -1.74  -0.001
C -2.95 3.20 3.12  -0.346
C -3.15 4.57 3.00  -0.116
C -4.43 5.08 2.91  -0.053
C -5.51 4.21 2.96  -0.054
C -5.31 2.85 3.13  -0.037
C -4.03 2.32 3.21  -0.302
C -3.85 0.83 3.41  -0.068
C -0.41 4.68 5.03  -0.306
C -1.47 4.00 5.85  -0.064
C 0.16 5.85 5.50  -0.003
H 2.36 8.29 4.61  0.081
H 2.37 7.55 6.21  0.092
H 0.96 8.45 5.68  0.086
H 2.44 6.41 3.08  0.129
H 2.84 4.13 2.01  0.102
H 1.51 4.70 1.02  0.097
H 1.43 3.10 1.77  0.024
H -1.02 0.90 -1.13  0.012
H -0.74 0.81 -3.57  0.062
H -0.25 2.87 -4.84  0.111
H -0.08 5.03 -3.66  0.111
H -0.46 5.14 -1.21  0.122
H -2.29 5.23 2.97  0.108
H -4.58 6.14 2.80  0.115
H -6.52 4.60 2.87  0.113
H -6.16 2.19 3.20  0.119
H -4.65 0.28 2.92  0.085
H -3.88 0.59 4.47  0.098
H -2.89 0.49 3.01  0.012
H -1.47 2.92 5.68  0.037
H -2.46 4.39 5.63  0.087
H -1.27 4.17 6.91  0.093
H -0.18 6.26 6.44  0.129


Entry from the Open Molecules 2025 dataset: a structure of composition C41H34Cl2N3P2PdTe (ωB97M-V with the def2-TZVPD basis set).

* orbital gap (spin up / spin down): 0.1662 / 0.1661 Ha
* LUMO energy (spin up / spin down): -10.42 / -10.42 eV
* charge: +3

Last column: Löwdin charge in e.
Cartesian coordinates (Å):
Pd -0.11 0.55 0.40  0.679
C -0.88 -3.34 2.01  -0.009
C -1.93 -3.10 2.88  0.011
C -2.41 -1.80 3.00  0.038
C -1.83 -0.78 2.27  -0.170
N -0.78 -1.03 1.44  -0.031
C -0.34 -2.28 1.31  -0.121
C -2.32 0.61 2.30  -0.197
C -3.27 1.06 3.19  0.031
C -3.69 2.38 3.13  0.012
C -3.14 3.22 2.18  0.011
C -2.18 2.71 1.32  -0.107
N -1.77 1.43 1.37  -0.016
H -0.48 -4.34 1.86  0.126
H -2.38 -3.90 3.44  0.137
H -3.25 -1.60 3.64  0.126
H 0.45 -2.43 0.59  0.056
H -3.68 0.40 3.94  0.123
H -4.43 2.75 3.83  0.136
H -3.42 4.25 2.09  0.135
H -1.73 3.36 0.58  0.041
Te 3.02 -2.81 -2.05  1.861
C 4.97 -2.21 -2.58  -0.438
C 5.75 -3.06 -3.35  -0.099
C 7.04 -2.65 -3.65  -0.090
N 7.56 -1.51 -3.20  0.114
C 6.81 -0.72 -2.45  -0.095
C 5.49 -1.02 -2.10  -0.090
C 2.01 -1.07 -1.68  -0.883
P 2.09 -0.35 -0.10  0.836
C 3.41 -1.22 0.80  -0.372
C 3.29 -2.61 1.00  -0.190
C 4.33 -3.34 1.55  -0.042
C 5.50 -2.69 1.94  -0.019
C 5.61 -1.32 1.78  -0.019
C 4.57 -0.58 1.22  -0.076
C 2.71 1.37 -0.15  -0.435
C 2.64 2.15 1.05  -0.058
C 2.83 3.52 1.08  -0.033
C 2.89 4.20 -0.11  0.001
C 2.81 3.45 -1.38  -0.258
C 2.97 2.00 -1.32  -0.055
P 0.31 -1.21 -2.38  0.937
C 0.05 0.23 -3.44  -0.418
C -1.26 0.70 -3.50  -0.112
C -1.60 1.73 -4.37  -0.045
C -0.63 2.29 -5.18  -0.039
C 0.68 1.83 -5.13  -0.066
C 1.02 0.80 -4.27  -0.116
C 0.82 -2.51 -3.62  -0.428
C -0.01 -3.57 -3.93  -0.048
C 0.42 -4.56 -4.81  0.039
C 1.69 -4.54 -5.40  -0.004
C 2.54 -3.50 -5.13  -0.037
C 2.13 -2.47 -4.22  -0.316
H 5.39 -4.01 -3.72  0.107
H 7.69 -3.27 -4.26  0.131
H 7.27 0.20 -2.10  0.126
H 4.92 -0.33 -1.49  0.077
H 2.36 -3.12 0.78  0.065
H 4.23 -4.41 1.70  0.126
H 6.31 -3.25 2.38  0.130
H 6.51 -0.81 2.10  0.130
H 4.70 0.48 1.09  0.107
H 2.42 1.64 1.98  0.127
H 2.84 4.05 2.02  0.140
H 2.93 5.29 -0.15  0.106
H 3.33 3.94 -2.20  0.177
H 3.03 1.45 -2.25  0.111
H -2.02 0.26 -2.86  0.100
H -2.62 2.09 -4.41  0.122
H -0.90 3.08 -5.87  0.125
H 1.43 2.27 -5.78  0.121
H 2.05 0.46 -4.22  0.089
H -0.99 -3.64 -3.47  0.124
H -0.25 -5.39 -5.03  0.140
H 1.97 -5.31 -6.09  0.137
H 3.50 -3.42 -5.62  0.134
H 2.69 -1.54 -4.21  0.090
Cl 0.29 5.71 -0.06  -0.074
C 1.27 3.55 -1.79  -0.415
Cl 0.16 2.75 -0.64  0.716
H 0.99 4.61 -1.60  -0.063
H 1.06 3.15 -2.78  0.074


Entry from the Open Molecules 2025 dataset: a structure of composition C41H34IrN4OS3 (ωB97M-V with the def2-TZVPD basis set).

* orbital gap (spin up / spin down): 0.2461 / 0.2458 Ha
* LUMO energy (spin up / spin down): -3.23 / -3.21 eV
* charge: +1

Last column: Löwdin charge in e.
Cartesian coordinates (Å):
Ir 0.42 -0.21 0.07  1.412
C 2.74 -1.70 -1.52  -0.111
N 1.39 -1.32 -1.96  -0.173
C 1.41 -0.25 -2.96  -0.109
C 0.11 0.50 -2.98  -0.250
C -0.40 1.08 -4.14  0.007
C -1.52 1.88 -4.06  -0.022
C -2.12 2.09 -2.82  -0.011
C -1.58 1.45 -1.72  -0.109
N -0.51 0.66 -1.81  0.013
C 0.61 -2.48 -2.45  -0.084
C -0.51 -2.94 -1.55  -0.252
C -1.28 -4.03 -1.93  -0.008
C -2.30 -4.45 -1.09  -0.032
C -2.49 -3.79 0.11  -0.025
C -1.67 -2.72 0.41  -0.111
N -0.72 -2.29 -0.42  0.027
C 2.79 -2.25 -0.12  -0.254
C 3.88 -2.98 0.32  0.007
C 3.95 -3.37 1.64  -0.021
C 2.90 -3.05 2.50  -0.024
C 1.84 -2.33 1.98  -0.098
N 1.79 -1.93 0.71  -0.013
H 3.35 -0.80 -1.51  0.127
H 3.20 -2.41 -2.21  0.140
H 1.65 -0.63 -3.96  0.143
H 2.18 0.47 -2.67  0.125
H 0.10 0.92 -5.08  0.125
H -1.93 2.35 -4.94  0.120
H -2.98 2.73 -2.70  0.121
H -2.02 1.56 -0.73  0.099
H 1.27 -3.33 -2.62  0.140
H 0.17 -2.22 -3.41  0.138
H -1.09 -4.54 -2.87  0.124
H -2.93 -5.29 -1.37  0.118
H -3.27 -4.09 0.81  0.116
H -1.77 -2.18 1.34  0.090
H 4.68 -3.22 -0.37  0.128
H 4.80 -3.93 2.01  0.121
H 2.91 -3.33 3.54  0.118
H 0.99 -2.07 2.60  0.108
O -1.12 0.32 1.27  -0.374
C -2.18 0.66 2.09  -0.591
C -2.42 -0.45 3.10  -0.508
C -1.47 -1.01 3.90  -0.149
C -1.96 -2.11 4.66  -0.177
C -3.28 -2.36 4.42  -0.402
S -3.93 -1.27 3.27  1.069
C -1.83 1.96 2.81  -0.503
C -1.07 2.97 2.31  -0.113
C -0.89 4.03 3.22  -0.172
C -1.51 3.81 4.41  -0.401
S -2.31 2.29 4.43  1.058
C -3.44 0.87 1.25  -0.515
C -3.85 0.12 0.18  -0.163
C -5.08 0.56 -0.37  -0.178
C -5.59 1.64 0.29  -0.397
S -4.56 2.13 1.58  1.078
H -0.46 -0.64 3.95  0.118
H -1.36 -2.68 5.36  0.103
H -3.91 -3.11 4.86  0.066
H -0.63 2.93 1.32  0.097
H -0.32 4.93 3.01  0.104
H -1.53 4.43 5.29  0.066
H -3.29 -0.72 -0.20  0.102
H -5.57 0.09 -1.21  0.104
H -6.50 2.17 0.11  0.068
C 2.66 4.22 -2.69  -0.072
C 1.38 3.96 -2.15  -0.065
C 1.20 2.94 -1.26  -0.064
C 2.29 2.15 -0.80  -0.207
C 2.13 1.06 0.11  -0.193
C 3.25 0.62 0.76  -0.140
C 4.55 1.07 0.44  -0.075
C 4.72 1.95 -0.60  -0.037
C 3.59 2.53 -1.23  -0.180
C 3.74 3.52 -2.23  -0.032
H 2.78 4.99 -3.43  0.106
H 0.54 4.58 -2.44  0.108
H 0.23 2.74 -0.85  0.077
H 3.18 -0.12 1.55  0.086
H 5.40 0.69 0.99  0.107
H 5.71 2.27 -0.90  0.115
H 4.73 3.73 -2.61  0.115


Entry from the Open Molecules 2025 dataset: a structure of composition C41H34N5O2PY (ωB97M-V with the def2-TZVPD basis set).

* orbital gap: 0.3021 Ha
* LUMO energy: -2.10 eV
* charge: +1

Last column: Löwdin charge in e.
Cartesian coordinates (Å):
Y 0.84 0.30 -0.06  1.510
C 3.69 0.83 -2.26  -0.107
N 3.44 0.01 -1.08  -0.076
C 4.48 0.06 -0.05  -0.100
C 3.88 0.02 1.32  -0.296
N 2.65 0.35 1.60  0.074
C 2.51 0.19 2.99  -0.205
C 1.41 0.37 3.81  -0.002
C 1.57 0.13 5.16  -0.064
C 2.81 -0.28 5.68  -0.072
C 3.91 -0.47 4.87  -0.008
C 3.73 -0.24 3.52  -0.173
N 4.58 -0.34 2.42  0.183
C 2.73 1.98 -2.32  -0.299
N 1.55 1.97 -1.76  0.076
C 0.96 3.20 -2.10  -0.193
C -0.30 3.73 -1.80  0.000
C -0.59 4.99 -2.30  -0.061
C 0.32 5.71 -3.09  -0.072
C 1.56 5.19 -3.40  -0.011
C 1.85 3.93 -2.89  -0.179
N 2.98 3.11 -3.00  0.179
H 3.55 0.22 -3.16  0.143
H 4.71 1.20 -2.29  0.127
H 3.25 -0.95 -1.35  0.111
H 5.03 0.99 -0.15  0.135
H 5.21 -0.76 -0.15  0.136
H 0.45 0.69 3.40  0.096
H 0.74 0.26 5.83  0.110
H 2.90 -0.45 6.75  0.110
H 4.86 -0.80 5.27  0.116
H 5.54 -0.64 2.44  0.171
H -1.01 3.19 -1.20  0.085
H -1.56 5.43 -2.09  0.111
H 0.05 6.69 -3.46  0.110
H 2.27 5.74 -4.01  0.116
H 3.81 3.32 -3.52  0.173
C -6.03 0.95 -3.12  -0.075
C -4.83 1.41 -3.64  -0.078
C -3.64 1.16 -2.97  -0.101
C -3.65 0.46 -1.77  -0.377
C -4.86 0.00 -1.25  -0.088
C -6.04 0.25 -1.92  -0.070
P -2.07 0.23 -0.89  1.053
C -2.35 -1.32 0.05  -0.398
C -2.48 -1.37 1.44  -0.086
C -2.64 -2.60 2.08  -0.068
C -2.67 -3.77 1.34  -0.074
C -2.54 -3.73 -0.04  -0.075
C -2.37 -2.51 -0.68  -0.107
C -2.00 1.50 0.43  -0.472
C -3.06 2.32 0.80  -0.081
C -2.84 3.35 1.71  -0.075
C -1.57 3.55 2.23  -0.085
C -0.53 2.72 1.86  -0.151
C -0.69 1.67 0.94  -0.333
H -6.96 1.14 -3.65  0.107
H -4.82 1.96 -4.58  0.106
H -2.70 1.52 -3.38  0.097
H -4.87 -0.55 -0.31  0.110
H -6.98 -0.11 -1.52  0.108
H -2.46 -0.46 2.02  0.103
H -2.74 -2.63 3.16  0.107
H -2.79 -4.72 1.85  0.107
H -2.56 -4.65 -0.62  0.110
H -2.26 -2.48 -1.76  0.114
H -4.05 2.16 0.39  0.102
H -3.66 4.00 2.00  0.105
H -1.40 4.37 2.93  0.104
H 0.45 2.91 2.30  0.086
O 0.83 -1.72 0.89  -0.125
C 0.93 -2.35 -0.22  -0.592
O 0.99 -1.71 -1.31  -0.126
C 1.00 -3.83 -0.22  -0.155
C 1.14 -4.52 0.99  -0.016
C 1.19 -5.90 0.99  -0.066
C 1.09 -6.60 -0.21  -0.070
C 0.95 -5.92 -1.41  -0.068
C 0.90 -4.53 -1.41  -0.021
H 1.20 -3.95 1.91  0.119
H 1.30 -6.44 1.92  0.107
H 1.12 -7.68 -0.21  0.108
H 0.86 -6.46 -2.34  0.107
H 0.79 -3.98 -2.34  0.119